Record 1
{"formula": "C46H45FN7O4RuS", "method": "wB97M-V/def2-TZVPD", "symbols": ["C", "F", "C", "H", "C", "C", "O", "N", "H", "C", "H", "H", "H", "H", "H", "C", "H", "H", "H", "H", "H", "C", "H", "C", "C", "C", "S", "O", "C", "H", "C", "C", "C", "C", "H", "Ru", "H", "C", "H", "O", "C", "H", "C", "H", "H", "C", "C", "O", "N", "H", "C", "H", "H", "H", "N", "H", "H", "H", "C", "N", "H", "C", "N", "C", "C", "H", "C", "C", "C", "C", "H", "C", "H", "C", "H", "H", "H", "C", "H", "H", "C", "N", "C", "C", "H", "C", "C", "C", "C", "H", "H", "H", "H", "H", "H", "C", "C", "N", "C", "C", "H", "C", "H", "C", "C"], "coordinates": [[3.237, 1.099, -2.110], [3.036, 1.987, -3.122], [7.058, 1.876, -4.239], [-1.560, -2.140, -2.585], [-0.322, 1.621, 4.003], [-2.870, -3.752, -3.084], [0.858, -1.682, 4.106], [-1.320, 0.813, 3.698], [-0.466, -1.776, 5.683], [-0.114, -1.018, 4.982], [5.725, -4.048, 2.279], [6.146, -0.708, -4.399], [-5.278, -5.031, -1.044], [-4.371, -3.289, 0.438], [0.546, 2.791, 2.464], [-6.372, -5.680, -3.605], [8.454, -0.625, -3.872], [-1.423, 0.879, -1.740], [-2.280, 2.985, 4.432], [-6.919, -4.848, -5.451], [6.082, -1.435, -2.800], [-2.311, -0.469, 0.451], [5.280, 2.610, -3.226], [0.608, 0.107, 5.627], [-2.562, -1.474, -0.206], [-3.871, 2.559, 3.112], [-4.560, -5.662, -3.887], [-6.838, -5.585, -2.516], [-3.777, 3.826, -1.452], [-6.633, -6.577, -5.515], [1.479, -1.141, 1.834], [5.465, -3.308, 0.195], [2.212, 0.938, -1.194], [0.524, -1.379, 2.852], [-3.562, 4.410, 1.310], [-1.819, 1.152, 1.406], [-4.681, 3.190, -3.293], [-6.122, 1.138, 2.526], [7.238, 1.325, -5.162], [-0.773, -1.124, 2.729], [-5.015, 2.760, 3.870], [4.849, -3.569, -0.652], [6.332, -0.521, -3.333], [-7.046, 2.153, 4.188], [-3.136, 1.236, -3.510], [-3.949, -4.540, -2.668], [-4.476, -4.396, -1.386], [0.381, 0.810, 0.934], [-2.041, 2.453, -0.576], [4.069, -4.298, 1.603], [0.592, 1.335, 5.047], [1.314, 1.525, -1.306], [8.159, -0.494, -2.132], [7.293, 2.926, -4.413], [-3.837, 1.678, 2.099], [1.246, -0.128, 6.460], [7.616, 1.699, -2.290], [4.948, 1.600, -4.641], [-3.974, -3.416, -0.559], [-1.522, 3.087, 2.476], [-4.374, 4.719, -1.359], [4.993, -3.742, 1.549], [3.671, -1.651, 0.963], [4.935, -2.292, 1.174], [3.520, -0.730, -0.048], [-2.826, 4.391, 3.520], [-2.610, 3.317, 3.442], [-2.376, -2.770, -2.262], [-2.949, -2.563, -0.997], [-2.660, 4.456, 0.696], [-2.211, -0.982, 4.209], [7.818, -0.167, -3.115], [6.528, -3.312, -0.005], [-1.220, -0.563, 3.997], [1.228, 2.127, 5.414], [-4.887, 0.325, 0.961], [-0.574, 4.003, 0.865], [4.557, -0.495, -0.944], [-2.451, -3.915, -4.065], [5.481, -1.027, -0.819], [5.603, 1.717, -3.765], [7.942, 1.317, -3.186], [-1.410, 4.210, 1.540], [-3.935, 2.987, -2.541], [-8.133, -5.953, -4.773], [2.317, 0.013, -0.148], [-2.829, 3.528, -0.480], [1.273, -0.090, 0.854], [-2.140, 1.687, -1.671], [-0.027, 3.775, 3.835], [-2.603, 5.477, 0.311], [-1.192, 5.128, 2.107], [2.864, -2.587, 2.630], [-6.991, 0.559, 2.263], [8.916, 1.595, -3.332], [-7.068, -5.784, -4.913], [4.438, 0.404, -2.014], [5.550, 0.595, -2.851], [2.674, -1.850, 1.870], [-3.079, 1.898, -2.659], [-5.002, 3.483, 4.672], [-6.157, 2.031, 3.591], [5.659, -1.623, 1.635], [-4.953, 0.997, 1.809], [-0.261, 2.902, 3.204]], "forces_ev_per_angstrom": [[-1.00, 0.40, 0.19], [0.08, -0.30, 0.22], [-0.54, 0.29, -0.55], [0.06, 0.09, -0.02], [-1.63, -0.65, -0.88], [-0.37, -0.33, 0.02], [0.55, -0.29, -0.28], [0.95, 0.72, -1.08], [0.05, 0.11, -0.09], [-0.62, 0.13, 0.26], [0.06, 0.08, 0.06], [-0.07, 0.02, 0.08], [0.07, 0.00, -0.07], [-0.06, 0.06, 0.04], [-0.14, 0.04, 0.17], [1.23, 0.15, -0.16], [0.02, 0.18, -0.01], [-0.21, -0.14, 0.11], [-0.12, 0.15, -0.18], [0.01, 0.01, -0.01], [0.06, 0.04, -0.04], [-0.07, -1.34, -0.53], [0.08, -0.02, -0.14], [-0.01, 0.59, -0.65], [0.51, 1.58, 1.08], [-0.06, -0.03, -0.15], [-0.14, -0.22, -0.12], [-0.68, 0.07, 0.23], [0.08, -0.02, -0.11], [0.06, -0.09, -0.05], [0.38, -0.40, -0.09], [-0.07, -0.02, 0.02], [0.55, -0.14, -0.28], [-0.87, 0.19, 0.59], [-0.01, 0.10, 0.02], [-0.58, 2.90, 0.55], [-0.07, 0.02, -0.05], [-0.03, 0.23, 0.24], [0.15, 0.00, 0.10], [0.78, -0.67, -0.01], [-0.04, 0.00, -0.09], [-0.14, 0.01, -0.02], [0.22, -0.16, -0.04], [-0.15, 0.04, 0.05], [0.03, -0.08, 0.00], [0.04, 0.02, -0.02], [0.03, -0.27, -0.13], [0.65, -1.42, -0.49], [-0.34, -0.82, 0.60], [-0.10, 0.01, -0.09], [0.62, -0.83, 1.03], [-0.12, 0.05, 0.03], [0.04, 0.16, -0.03], [0.11, -0.14, 0.08], [0.92, -0.27, -0.05], [0.14, 0.05, 0.20], [0.22, -0.05, -0.12], [0.17, 0.04, 0.11], [0.41, 0.27, -0.23], [0.39, -0.05, 0.11], [-0.13, 0.12, 0.08], [0.01, 0.01, 0.02], [-0.57, -0.32, 0.52], [0.65, -0.17, 0.16], [-0.51, 0.28, -0.18], [-0.01, -0.10, 0.02], [-0.18, -0.08, 0.20], [-0.16, -0.04, 0.48], [-0.42, -0.70, -0.50], [0.15, -0.25, 0.14], [0.33, 0.03, -0.08], [-0.26, -0.86, 0.03], [0.00, 0.04, 0.06], [-0.25, -0.38, 0.63], [0.09, 0.06, 0.03], [0.12, -0.07, 0.09], [-0.01, 0.04, 0.16], [-0.05, 0.37, -0.65], [0.02, 0.05, -0.15], [0.17, -0.05, 0.04], [-0.15, 0.32, -0.10], [0.32, 0.33, 0.27], [0.02, 0.36, -0.28], [0.34, -0.15, 0.21], [-0.02, -0.07, 0.03], [0.57, 0.12, -0.40], [-0.03, 0.02, -0.04], [-1.09, 1.34, 0.54], [0.15, -0.06, -0.11], [0.01, -0.16, 0.03], [-0.03, -0.03, 0.03], [0.05, -0.08, -0.07], [0.05, -0.05, 0.11], [-0.09, -0.11, -0.09], [-0.14, -0.02, 0.10], [-0.60, -0.03, -0.17], [0.38, -0.67, 0.83], [-0.27, 0.12, 0.00], [-0.37, 0.80, -0.76], [-0.04, 0.21, -0.14], [0.02, 0.06, 0.10], [0.31, -0.15, -0.28], [-0.01, -0.15, -0.02], [0.02, -0.07, -0.32], [0.08, 0.07, 0.08]], "lowdin_charge": [-0.17, 0.06, -0.08, 0.10, -0.25, -0.12, 0.08, 0.09, 0.16, -0.16, 0.11, 0.14, 0.10, 0.11, 0.13, -0.71, 0.14, 0.10, 0.13, 0.09, 0.13, -0.21, 0.14, 0.04, -0.15, -0.25, 1.00, 0.05, -0.01, 0.08, -0.01, -0.09, 0.10, -0.27, 0.12, 1.09, 0.12, -0.03, 0.14, 0.05, -0.01, 0.12, -0.12, 0.12, 0.11, -0.53, -0.08, -0.07, 0.04, 0.11, 0.00, 0.13, 0.14, 0.15, 0.02, 0.12, 0.19, 0.14, -0.03, -0.26, 0.12, -0.07, 0.00, -0.27, -0.11, 0.14, -0.12, -0.05, -0.28, -0.10, 0.17, -0.07, 0.11, -0.21, 0.12, 0.11, 0.12, 0.06, 0.09, 0.10, -0.13, 0.06, -0.18, -0.03, 0.09, -0.04, -0.27, -0.23, -0.13, 0.14, 0.13, 0.13, 0.15, 0.11, 0.20, -0.08, -0.13, -0.10, 0.08, -0.04, 0.12, -0.03, 0.16, -0.09, -0.13], "s2": 0.77, "gap_ev": [4.95, 5.02], "molar_mass_da": 912.0, "relative_energy_kcal_mol": 126.03, "energy_ha": -3056.46112, "charge": 2, "spin_multiplicity": 2}



Record 2
{"formula": "C4H7N7O2", "method": "wB97M-V/def2-TZVPD", "symbols": ["H", "N", "H", "H", "H", "N", "N", "N", "O", "H", "O", "C", "C", "H", "N", "H", "N", "C", "C", "N"], "coordinates": [[1.503, -1.020, -0.635], [0.073, 0.344, 0.008], [0.078, -1.912, -0.168], [-4.245, -2.609, -0.980], [1.299, 1.562, -1.045], [-2.654, 3.239, -0.071], [-1.214, 0.239, 0.082], [-1.597, 2.568, 0.007], [-4.911, -1.870, 0.974], [1.849, 1.288, 0.638], [-3.840, -1.780, -0.955], [-3.343, 1.218, 0.001], [1.002, 1.457, 0.003], [0.250, 2.306, 0.261], [-4.280, -1.146, 0.238], [1.074, -1.180, 1.034], [-3.708, 2.496, -0.103], [-4.097, 0.114, 0.238], [0.761, -0.959, 0.076], [-1.901, 1.281, 0.084]], "forces_ev_per_angstrom": [[1.93, 0.24, -1.38], [1.05, -3.22, 0.37], [0.90, 2.53, 0.34], [-1.43, -2.28, 0.41], [0.34, 0.30, 0.19], [-1.53, 0.82, -0.44], [1.64, -0.45, 0.02], [4.23, 0.83, 0.40], [-0.39, -0.80, 1.32], [0.16, -0.09, 0.51], [1.79, 2.53, -0.64], [-0.14, -1.96, 0.77], [-3.08, 2.23, -0.73], [2.41, -0.69, -0.26], [0.11, 0.76, -1.67], [1.10, -0.01, 2.11], [-2.13, 0.64, -0.28], [0.58, 1.04, 0.23], [-4.19, -2.20, -1.12], [-3.37, -0.23, -0.16]], "lowdin_charge": [0.05, -0.20, 0.14, 0.07, 0.10, -0.03, 0.16, -0.03, 0.02, 0.08, 0.06, -0.24, -0.03, 0.09, -0.33, 0.06, 0.03, 0.10, -0.03, -0.09], "gap_ev": [6.48, 7.21], "molar_mass_da": 185.1, "relative_energy_kcal_mol": 195.99, "energy_ha": -690.01546, "spin_multiplicity": 1}



Record 3
{"formula": "C14H21BFN2O8PS", "method": "wB97M-V/def2-TZVPD", "symbols": ["H", "O", "C", "H", "C", "F", "H", "H", "C", "N", "C", "H", "C", "H", "C", "H", "O", "H", "H", "C", "H", "H", "C", "H", "O", "P", "H", "N", "H", "O", "O", "C", "H", "B", "S", "H", "O", "C", "H", "O", "H", "C", "H", "H", "O", "C", "C", "H", "C"], "coordinates": [[-0.214, 1.746, -3.921], [3.542, -0.456, 3.060], [-0.924, 5.761, -6.455], [0.646, -4.772, 2.647], [-2.330, 1.799, -3.449], [2.904, -3.420, 1.398], [3.010, -0.002, 3.735], [4.030, 2.531, 0.630], [3.745, 1.818, 1.418], [0.453, 1.451, 0.961], [1.536, -4.366, 3.152], [-2.321, 2.809, -3.038], [0.993, -2.091, 2.016], [-3.394, -0.378, 2.644], [-1.403, -1.587, 1.511], [-2.276, 1.091, -2.621], [-1.299, 2.429, -5.564], [0.065, 5.974, -6.053], [1.333, -5.046, 5.201], [2.086, -3.065, 2.487], [2.735, -2.594, 3.248], [-4.101, -3.274, -0.023], [0.328, 0.177, 1.286], [2.809, 2.125, 1.931], [-3.660, -2.406, -0.074], [-3.163, -2.138, 1.441], [-1.190, 0.562, -4.774], [-1.886, 0.775, 0.789], [0.325, -3.612, 4.870], [-4.015, -0.931, 2.142], [-1.160, 4.355, -6.533], [1.307, -4.076, 4.669], [2.130, -3.473, 5.103], [2.841, -0.228, 1.850], [-0.969, 2.130, 0.534], [-3.285, 1.672, -3.963], [-3.367, -3.377, 2.221], [-1.178, 1.588, -4.409], [-0.737, -3.502, 2.129], [3.497, 0.490, 0.865], [2.356, -5.110, 3.080], [1.341, -0.772, 1.715], [4.589, 1.779, 2.138], [-0.982, 6.158, -7.466], [-0.560, 4.196, -4.358], [-1.103, -0.206, 1.166], [-0.431, -2.475, 1.897], [-1.694, 6.235, -5.847], [-0.960, 3.706, -5.383]], "forces_ev_per_angstrom": [[-0.04, 0.19, -0.06], [-0.98, 1.06, -0.52], [0.03, 0.32, -0.10], [0.44, 0.10, 0.27], [-0.13, 0.28, 0.04], [-0.34, 0.36, 0.15], [0.28, -0.63, 0.28], [-0.45, -0.51, 0.10], [0.45, -0.19, 0.43], [0.92, 0.91, -0.15], [0.95, 0.78, 0.45], [0.11, -0.04, 0.02], [-0.72, 1.43, -0.29], [-0.36, 0.08, -0.19], [-1.22, 0.32, -0.76], [0.00, -0.04, -0.05], [0.15, 0.04, -0.14], [-0.08, -0.05, 0.11], [-0.20, 0.52, -0.13], [-0.82, -1.07, 0.44], [-0.27, -0.02, -0.73], [0.12, 0.22, -0.08], [-2.16, -0.23, -0.44], [0.70, 0.38, -0.35], [0.25, 0.88, 0.79], [-0.41, -1.03, 1.71], [-0.01, 0.14, -0.26], [-0.49, 0.56, -0.39], [0.53, -0.03, -0.06], [1.01, -0.45, -1.22], [0.08, -0.05, 0.03], [-0.21, -0.86, -0.17], [-0.52, -0.17, -0.34], [1.08, -0.40, -0.05], [0.58, -2.58, 0.94], [0.05, -0.15, 0.00], [0.38, 0.03, -0.38], [-0.07, -0.31, 0.46], [0.02, 0.54, -0.08], [-0.83, 0.24, 0.58], [-0.50, 0.39, -0.13], [0.33, -0.31, 0.02], [-0.56, -0.03, -0.32], [-0.06, -0.23, -0.04], [0.05, 0.00, -0.08], [2.33, -0.72, 0.65], [0.65, 0.44, -0.07], [0.11, -0.01, 0.09], [-0.19, -0.09, 0.03]], "lowdin_charge": [0.12, 0.12, -0.04, 0.10, -0.07, -0.01, 0.12, 0.10, -0.05, -0.23, -0.18, 0.07, -0.05, 0.07, -0.16, 0.07, 0.04, 0.10, 0.07, -0.28, 0.13, 0.09, -0.26, 0.08, -0.13, 0.50, 0.12, -0.23, 0.08, -0.13, 0.01, -0.09, 0.08, -0.56, 1.04, 0.08, -0.30, -0.21, 0.11, 0.03, 0.12, 0.05, 0.10, 0.09, 0.12, -0.35, 0.03, 0.10, -0.61], "gap_ev": 8.23, "molar_mass_da": 438.2, "energy_ha": -2121.92889, "spin_multiplicity": 1}



What did the second record say?
{"formula": "C4H7N7O2", "method": "wB97M-V/def2-TZVPD", "symbols": ["H", "N", "H", "H", "H", "N", "N", "N", "O", "H", "O", "C", "C", "H", "N", "H", "N", "C", "C", "N"], "coordinates": [[1.503, -1.020, -0.635], [0.073, 0.344, 0.008], [0.078, -1.912, -0.168], [-4.245, -2.609, -0.980], [1.299, 1.562, -1.045], [-2.654, 3.239, -0.071], [-1.214, 0.239, 0.082], [-1.597, 2.568, 0.007], [-4.911, -1.870, 0.974], [1.849, 1.288, 0.638], [-3.840, -1.780, -0.955], [-3.343, 1.218, 0.001], [1.002, 1.457, 0.003], [0.250, 2.306, 0.261], [-4.280, -1.146, 0.238], [1.074, -1.180, 1.034], [-3.708, 2.496, -0.103], [-4.097, 0.114, 0.238], [0.761, -0.959, 0.076], [-1.901, 1.281, 0.084]], "forces_ev_per_angstrom": [[1.93, 0.24, -1.38], [1.05, -3.22, 0.37], [0.90, 2.53, 0.34], [-1.43, -2.28, 0.41], [0.34, 0.30, 0.19], [-1.53, 0.82, -0.44], [1.64, -0.45, 0.02], [4.23, 0.83, 0.40], [-0.39, -0.80, 1.32], [0.16, -0.09, 0.51], [1.79, 2.53, -0.64], [-0.14, -1.96, 0.77], [-3.08, 2.23, -0.73], [2.41, -0.69, -0.26], [0.11, 0.76, -1.67], [1.10, -0.01, 2.11], [-2.13, 0.64, -0.28], [0.58, 1.04, 0.23], [-4.19, -2.20, -1.12], [-3.37, -0.23, -0.16]], "lowdin_charge": [0.05, -0.20, 0.14, 0.07, 0.10, -0.03, 0.16, -0.03, 0.02, 0.08, 0.06, -0.24, -0.03, 0.09, -0.33, 0.06, 0.03, 0.10, -0.03, -0.09], "gap_ev": [6.48, 7.21], "molar_mass_da": 185.1, "relative_energy_kcal_mol": 195.99, "energy_ha": -690.01546, "spin_multiplicity": 1}